# 1
{
  "formula": "C31H33N3O2",
  "method": "the ωB97M-V functional and the def2-TZVPD basis",
  "homo_lumo_gap_ev": 2.5,
  "charge": 0,
  "symbols": ["C", "N", "C", "C", "C", "C", "C", "C", "C", "N", "C", "C", "C", "C", "C", "C", "C", "C", "C", "C", "C", "C", "C", "C", "H", "H", "H", "H", "H", "H", "H", "H", "H", "H", "H", "H", "H", "H", "H", "H", "H", "H", "H", "H", "H", "H", "H", "C", "C", "O", "C", "C", "C", "C", "C", "N", "C", "C", "O", "H", "H", "H", "H", "H", "H", "H", "H", "H", "H"],
  "coordinates": [[-2.987, 1.745, 4.596], [-2.139, 0.992, 3.673], [-2.328, 0.909, 2.318], [-1.456, -0.035, 1.775], [-1.504, -0.489, 0.429], [-0.523, -1.291, -0.209], [0.847, -1.230, 0.131], [1.772, -2.095, -0.402], [1.352, -3.074, -1.332], [2.270, -3.985, -1.861], [3.710, -3.905, -1.565], [3.972, -3.346, -0.172], [3.206, -2.032, 0.054], [1.876, -4.990, -2.863], [0.434, -5.444, -2.672], [-0.520, -4.244, -2.591], [-0.010, -3.139, -1.708], [-0.903, -2.237, -1.186], [-0.712, -0.590, 2.892], [0.191, -1.653, 3.011], [0.667, -2.000, 4.250], [0.243, -1.326, 5.396], [-0.661, -0.295, 5.314], [-1.150, 0.071, 4.054], [-2.695, 1.556, 5.628], [-2.904, 2.812, 4.398], [-4.026, 1.442, 4.470], [-3.071, 1.461, 1.770], [-2.423, -0.318, -0.110], [1.173, -0.479, 0.828], [4.148, -4.902, -1.673], [4.176, -3.276, -2.329], [3.658, -4.085, 0.575], [5.049, -3.200, -0.012], [3.709, -1.212, -0.471], [3.233, -1.762, 1.118], [2.014, -4.551, -3.855], [2.561, -5.841, -2.802], [0.132, -6.124, -3.481], [0.359, -6.028, -1.746], [-0.708, -3.841, -3.593], [-1.499, -4.571, -2.211], [-1.942, -2.323, -1.449], [0.484, -2.210, 2.144], [1.376, -2.805, 4.336], [0.623, -1.628, 6.358], [-0.993, 0.221, 6.197], [-1.911, 5.482, 2.496], [-1.221, 5.491, 1.150], [-1.729, 4.511, 0.280], [-1.199, 4.701, -0.975], [-1.339, 3.609, -1.892], [-0.731, 3.570, -3.145], [-0.046, 4.667, -3.698], [0.550, 4.550, -4.916], [0.576, 3.431, -5.637], [-0.041, 2.378, -5.100], [-0.704, 2.389, -3.909], [-0.592, 5.721, -1.286], [-1.350, 6.042, 3.243], [-2.907, 5.916, 2.426], [-2.037, 4.460, 2.851], [-1.319, 6.463, 0.647], [-0.144, 5.289, 1.242], [-1.880, 2.747, -1.549], [0.005, 5.586, -3.140], [1.074, 5.397, -5.330], [0.027, 1.455, -5.656], [-1.165, 1.497, -3.519]],
  "forces_ev_per_a": [[0.02, 0.14, -0.22], [-0.23, -0.12, -0.85], [0.37, -0.43, 1.21], [0.01, -0.28, -0.76], [0.56, -0.20, 0.64], [-0.24, 0.42, 0.08], [0.03, -0.43, -0.34], [-0.02, 0.23, 0.37], [1.13, -1.25, -0.74], [-0.73, 0.24, 0.78], [-0.33, 0.38, -0.07], [-0.17, 0.02, 0.22], [0.45, 0.12, -0.03], [-0.18, 0.49, 0.04], [-0.17, 0.01, 0.21], [-0.11, -0.24, -0.42], [-0.40, -0.13, 0.19], [0.48, -0.02, 0.15], [0.27, 0.06, 0.26], [-0.31, 0.24, -0.01], [-0.02, -0.01, 0.14], [0.12, -0.01, -0.07], [-0.53, 0.57, -0.20], [0.15, -0.43, -0.51], [0.09, -0.06, -0.18], [0.03, 0.01, 0.01], [0.02, -0.02, 0.02], [-0.11, 0.35, 0.21], [-0.18, 0.17, -0.17], [0.12, 0.19, 0.18], [-0.20, 0.08, 0.07], [0.15, 0.09, 0.02], [-0.07, 0.06, -0.13], [-0.29, 0.03, -0.18], [0.01, -0.11, -0.03], [-0.01, -0.07, -0.21], [-0.08, -0.04, -0.15], [-0.06, 0.15, 0.16], [0.15, 0.27, 0.13], [0.09, 0.14, -0.05], [0.10, -0.08, 0.01], [0.24, 0.04, -0.12], [-0.33, 0.01, -0.15], [0.15, -0.16, -0.12], [0.08, -0.19, 0.06], [0.05, 0.03, 0.16], [-0.05, 0.04, 0.23], [-0.32, -0.24, -0.20], [0.58, 0.79, 0.28], [-0.45, -0.16, 0.19], [0.45, -1.27, -2.61], [-0.72, 0.33, 1.96], [0.27, 0.15, -0.08], [-0.07, 0.39, 0.14], [0.18, -0.27, -0.25], [0.30, -0.24, -0.62], [0.18, 0.00, -0.33], [-0.09, 0.18, 0.27], [-0.18, 0.76, 1.28], [0.07, 0.01, -0.10], [-0.08, 0.04, -0.01], [0.10, -0.17, 0.12], [0.12, -0.13, 0.41], [-0.09, 0.24, 0.25], [-0.22, -0.40, 0.12], [0.01, -0.02, -0.20], [0.10, 0.20, -0.19], [-0.03, -0.22, -0.26], [-0.15, -0.29, 0.02]]
}

=====

# 2
{
  "formula": "C31H34As2N5RuS3",
  "method": "the ωB97M-V functional and the def2-TZVPD basis",
  "homo_lumo_gap_ev": [5.9, 6.6],
  "multiplicity": 2,
  "charge": 0,
  "symbols": ["Ru", "C", "C", "C", "C", "C", "N", "C", "C", "C", "C", "C", "C", "C", "N", "C", "C", "C", "N", "C", "C", "N", "C", "C", "C", "N", "H", "H", "H", "H", "H", "H", "H", "H", "H", "H", "H", "H", "H", "H", "H", "H", "H", "H", "S", "C", "S", "S", "C", "As", "C", "C", "C", "C", "C", "C", "C", "As", "C", "C", "H", "H", "H", "H", "H", "H", "H", "H", "H", "H", "H", "H", "H", "H", "H", "H"],
  "coordinates": [[-0.032, -0.849, -1.339], [2.941, 3.636, 2.821], [2.491, 2.292, 2.318], [1.603, 1.508, 3.054], [1.115, 0.321, 2.554], [1.473, -0.173, 1.280], [0.882, -1.296, 0.741], [0.591, -2.351, 1.565], [1.420, -2.681, 2.659], [1.139, -3.726, 3.512], [0.010, -4.523, 3.335], [-0.303, -5.672, 4.256], [-0.791, -4.245, 2.241], [-0.516, -3.195, 1.369], [-1.383, -3.037, 0.254], [-2.706, -3.301, 0.245], [-3.093, -3.453, -1.066], [-1.920, -3.269, -1.807], [-0.888, -3.009, -1.010], [2.438, 0.587, 0.590], [2.906, 1.798, 1.095], [3.031, 0.094, -0.597], [4.320, 0.266, -0.979], [4.488, -0.404, -2.165], [3.235, -0.971, -2.437], [2.371, -0.667, -1.479], [2.991, 3.647, 3.909], [2.234, 4.412, 2.515], [3.921, 3.903, 2.424], [1.287, 1.843, 4.036], [0.421, -0.262, 3.143], [2.314, -2.093, 2.813], [1.812, -3.938, 4.335], [0.047, -5.467, 5.268], [0.186, -6.587, 3.912], [-1.375, -5.865, 4.291], [-1.655, -4.868, 2.043], [-3.272, -3.359, 1.158], [-4.083, -3.638, -1.443], [-1.781, -3.349, -2.871], [3.623, 2.367, 0.513], [5.019, 0.824, -0.383], [5.389, -0.482, -2.748], [2.929, -1.585, -3.266], [-1.728, -1.294, -5.810], [-1.194, -1.154, -4.248], [-2.160, -0.444, -3.034], [0.336, -1.719, -3.764], [-2.010, 0.942, 1.999], [-1.886, 0.539, 0.075], [-3.795, 0.150, -0.159], [-1.899, 2.355, -0.673], [-2.767, 3.295, -0.120], [-2.922, 4.550, -0.683], [-2.215, 4.876, -1.831], [-1.323, 3.962, -2.366], [-1.141, 2.708, -1.787], [0.246, 1.525, -2.503], [0.080, 1.835, -4.422], [1.776, 2.709, -2.161], [-2.982, 1.360, 2.256], [-1.218, 1.620, 2.308], [-1.892, 0.001, 2.538], [-4.388, 1.030, 0.088], [-4.069, -0.672, 0.501], [-3.994, -0.140, -1.188], [-3.336, 3.040, 0.766], [-3.601, 5.264, -0.235], [-2.354, 5.839, -2.304], [-0.761, 4.226, -3.254], [0.402, 2.843, -4.674], [-0.948, 1.677, -4.740], [0.714, 1.119, -4.946], [1.623, 3.679, -2.632], [2.680, 2.252, -2.569], [1.897, 2.845, -1.087]],
  "forces_ev_per_a": [[-2.14, 0.31, -2.73], [-0.05, -0.05, -0.06], [0.01, 0.01, 0.05], [0.04, -0.03, 0.02], [0.08, 0.04, -0.17], [0.06, 0.07, 0.34], [-0.09, 0.42, -0.95], [-0.02, 0.02, 0.04], [0.00, -0.10, -0.08], [-0.05, 0.02, 0.03], [-0.11, 0.00, 0.03], [0.07, 0.01, -0.13], [0.03, -0.01, -0.03], [0.29, 0.03, 0.31], [-0.46, -0.09, 0.12], [0.15, 0.05, -0.08], [0.02, -0.08, -0.12], [-0.20, -0.24, 0.14], [0.41, 0.84, 0.14], [-0.22, -0.06, 0.34], [0.03, 0.02, -0.04], [0.29, -0.05, -0.07], [0.03, -0.04, -0.10], [0.05, 0.05, -0.03], [0.04, -0.01, 0.14], [-0.26, -0.11, -0.14], [0.04, 0.03, 0.00], [0.04, 0.04, 0.02], [0.01, 0.02, 0.02], [-0.03, 0.01, -0.01], [0.00, 0.00, 0.01], [-0.01, 0.03, 0.02], [0.02, 0.03, 0.00], [-0.02, -0.03, 0.02], [-0.01, -0.02, 0.06], [0.00, -0.01, 0.05], [0.03, -0.04, -0.03], [0.06, -0.05, 0.04], [0.01, -0.05, 0.01], [0.04, 0.21, -0.01], [-0.02, 0.00, -0.03], [-0.03, -0.02, 0.07], [0.00, -0.01, 0.01], [0.00, 0.02, -0.01], [0.03, 0.04, 0.34], [-0.22, -0.24, -1.31], [1.30, -0.04, 1.41], [0.25, 0.37, 1.56], [0.17, -0.20, -0.04], [0.25, 0.16, -0.01], [0.15, -0.20, -0.13], [-0.02, -0.04, 0.02], [-0.01, -0.04, 0.05], [-0.01, -0.02, 0.01], [0.01, 0.02, 0.02], [0.08, -0.01, -0.07], [0.04, -0.14, -0.02], [-0.10, -0.12, 0.94], [0.00, -0.39, -0.03], [0.09, -0.33, 0.09], [-0.03, 0.02, -0.16], [0.00, -0.02, -0.08], [0.02, 0.01, -0.01], [0.08, 0.04, 0.05], [0.03, -0.01, 0.00], [-0.04, -0.03, 0.03], [-0.04, 0.03, -0.01], [-0.01, 0.00, -0.01], [0.03, 0.01, 0.01], [-0.01, 0.04, 0.01], [0.02, 0.03, 0.16], [0.00, -0.03, 0.05], [-0.01, 0.00, 0.02], [-0.12, -0.04, -0.05], [0.00, -0.01, 0.02], [-0.04, -0.03, -0.04]]
}

=====

# 3
{
  "formula": "C31H34AsEuN2O11S",
  "method": "the ωB97M-V functional and the def2-TZVPD basis",
  "homo_lumo_gap_ev": [8.4, 8.4],
  "multiplicity": 7,
  "charge": 0,
  "symbols": ["Eu", "C", "C", "C", "C", "C", "C", "C", "C", "C", "C", "H", "H", "H", "H", "H", "H", "H", "H", "H", "H", "H", "H", "H", "H", "O", "As", "O", "O", "C", "C", "C", "C", "C", "C", "S", "O", "O", "O", "H", "H", "H", "H", "H", "O", "C", "C", "C", "C", "C", "C", "C", "C", "N", "H", "H", "H", "H", "H", "H", "H", "H", "H", "H", "H", "O", "C", "O", "C", "C", "C", "C", "C", "C", "N", "O", "O", "H", "H", "H", "H"],
  "coordinates": [[0.263, 0.230, -0.954], [4.700, 2.690, 1.887], [3.236, 2.284, 1.681], [2.324, 3.159, 2.537], [2.882, 2.311, 0.208], [3.223, 1.242, -0.613], [2.955, 1.267, -1.982], [2.343, 2.369, -2.570], [2.100, 2.418, -4.053], [1.997, 3.431, -1.743], [2.267, 3.407, -0.388], [4.979, 2.618, 2.942], [4.851, 3.724, 1.565], [5.378, 2.058, 1.309], [3.122, 1.247, 2.012], [2.500, 4.221, 2.345], [2.524, 2.985, 3.596], [1.265, 2.961, 2.355], [3.781, 0.417, -0.193], [3.304, 0.463, -2.618], [1.078, 2.113, -4.283], [2.775, 1.744, -4.583], [2.248, 3.429, -4.435], [1.508, 4.297, -2.176], [1.972, 4.255, 0.219], [-2.387, 0.781, -1.013], [-1.947, 0.641, -2.818], [-3.114, 1.387, -3.657], [-0.452, 1.393, -2.575], [-2.230, -1.287, -2.709], [-3.476, -1.685, -2.259], [-3.751, -3.046, -2.195], [-2.805, -3.988, -2.587], [-1.564, -3.590, -3.070], [-1.292, -2.238, -3.123], [0.214, -1.599, -3.766], [-0.238, -0.488, -4.574], [0.985, -2.625, -4.396], [0.900, -1.094, -2.499], [-2.725, 1.689, -0.970], [-4.212, -0.949, -1.972], [-4.721, -3.374, -1.846], [-3.043, -5.042, -2.533], [-0.827, -4.304, -3.417], [2.212, -1.438, -0.173], [2.374, -2.490, 0.785], [2.079, -3.842, 0.172], [0.757, -3.845, -0.604], [-0.388, -3.336, 0.226], [-0.875, -4.139, 1.255], [-1.917, -3.695, 2.045], [-2.479, -2.461, 1.758], [-1.946, -1.734, 0.714], [-0.901, -2.125, -0.030], [2.575, -1.720, -1.026], [1.679, -2.257, 1.590], [3.384, -2.460, 1.193], [2.057, -4.585, 0.974], [2.892, -4.128, -0.502], [0.528, -4.862, -0.928], [0.858, -3.237, -1.497], [-0.427, -5.112, 1.418], [-2.294, -4.305, 2.857], [-3.317, -2.065, 2.318], [-2.395, -0.790, 0.436], [0.234, 0.129, 1.337], [-0.391, 1.234, 1.303], [-0.216, 2.046, 0.354], [-1.397, 1.531, 2.367], [-1.513, 0.712, 3.483], [-2.481, 0.978, 4.444], [-3.346, 2.050, 4.281], [-3.206, 2.841, 3.160], [-2.244, 2.615, 2.202], [-4.134, 3.986, 2.970], [-3.960, 4.691, 2.001], [-5.015, 4.132, 3.788], [-0.842, -0.132, 3.580], [-2.568, 0.349, 5.321], [-4.119, 2.279, 5.001], [-2.152, 3.263, 1.342]],
  "forces_ev_per_a": [[1.60, -0.53, 1.54], [0.04, 0.02, -0.03], [-0.01, -0.01, 0.00], [-0.07, 0.02, 0.06], [0.02, 0.08, 0.05], [0.25, 0.20, -0.06], [0.20, 0.05, 0.08], [0.04, -0.03, -0.31], [-0.04, -0.01, 0.03], [-0.06, 0.15, -0.02], [-0.07, 0.12, 0.05], [-0.02, 0.01, -0.05], [0.00, -0.06, 0.02], [-0.05, 0.02, 0.02], [-0.02, -0.02, 0.01], [0.00, -0.05, 0.02], [0.02, 0.01, -0.01], [0.12, 0.02, 0.00], [-0.09, -0.10, 0.06], [-0.07, -0.12, 0.01], [-0.01, -0.01, 0.03], [-0.01, 0.02, 0.01], [0.01, -0.01, 0.00], [0.01, -0.01, 0.01], [0.00, -0.04, -0.04], [-0.07, -0.14, -0.48], [-1.72, 0.83, -0.48], [0.30, -0.12, -0.04], [-0.72, 0.02, -1.00], [0.77, -0.14, -0.43], [0.14, -0.17, 0.00], [0.01, -0.16, -0.01], [-0.13, 0.01, 0.07], [-0.09, 0.06, 0.03], [-0.45, 0.16, 0.02], [0.35, 0.57, -0.06], [0.21, -0.08, -0.05], [-0.01, -0.25, 0.15], [0.35, -1.54, -2.11], [0.17, 0.00, 0.36], [-0.03, 0.01, 0.03], [0.00, -0.02, 0.00], [-0.02, 0.02, 0.00], [-0.03, 0.05, 0.02], [0.03, -0.02, -0.15], [-0.07, 0.18, -0.03], [-0.02, -0.09, 0.02], [0.02, 0.02, 0.01], [0.04, 0.00, -0.06], [-0.05, -0.05, 0.05], [0.02, -0.06, 0.02], [-0.04, -0.05, 0.01], [-0.11, 0.01, -0.07], [-0.13, -0.03, 0.27], [-0.08, 0.00, 0.09], [-0.06, 0.03, 0.01], [0.09, 0.00, 0.04], [0.02, 0.00, -0.02], [-0.02, -0.02, 0.00], [0.03, -0.01, 0.00], [-0.04, 0.03, -0.03], [-0.03, 0.05, 0.00], [0.01, 0.01, -0.04], [0.05, -0.03, -0.03], [0.04, 0.09, 0.07], [-0.26, 0.26, 0.87], [0.19, 0.31, 0.71], [-0.45, 0.50, 0.76], [0.06, 0.02, -0.06], [-0.06, -0.03, 0.06], [0.04, -0.01, -0.04], [0.00, -0.12, 0.13], [-0.19, 0.32, -0.06], [0.06, 0.08, -0.09], [0.11, -0.24, -0.05], [0.06, 0.07, -0.08], [-0.09, 0.02, 0.18], [-0.02, 0.02, 0.01], [0.01, 0.00, -0.02], [0.02, -0.01, -0.01], [0.01, -0.02, 0.01]]
}

=====

Number 1: E -41245.43013 eV, F_max 2.94 eV/Å. Number 2: E -196913.01278 eV, F_max 3.49 eV/Å. Number 3: E -149205.58443 eV, F_max 2.63 eV/Å.